No. 1
{"formula": "C27H35BaF2N8O4S3", "method": "ωB97M-V/def2-TZVPD", "charge": -1, "e_tot_ha": -3208.7300, "relative_energy_kcal_mol": 4.0, "homo_energy_ev": -4.37, "orbital_gap_ev": 6.7, "spin_multiplicity": 1, "symbols": ["Ba", "N", "C", "C", "C", "C", "C", "C", "S", "O", "O", "N", "C", "N", "C", "C", "C", "N", "H", "H", "H", "H", "H", "H", "H", "H", "H", "C", "O", "C", "C", "O", "C", "H", "H", "H", "H", "H", "H", "H", "H", "H", "H", "N", "C", "N", "C", "C", "S", "C", "C", "S", "C", "N", "N", "H", "H", "H", "H", "H", "H", "F", "C", "F", "H", "C", "C", "C", "C", "C", "C", "H", "H", "H", "H", "H", "H", "H", "H", "H"], "positions_angstrom": [[-0.89943, 1.34621, -1.10992], [2.73586, -6.10160, -1.28116], [2.34534, -4.83995, -1.74482], [2.71190, -4.40920, -3.01851], [2.28901, -3.17579, -3.48805], [1.49050, -2.37568, -2.68972], [1.11770, -2.78876, -1.41431], [1.54369, -4.01772, -0.94983], [0.97166, -0.78832, -3.24537], [1.33764, -0.63507, -4.62769], [-0.45964, -0.67985, -2.94108], [1.58330, 0.28768, -2.23880], [2.88940, 0.62374, -2.25225], [3.22040, 1.67501, -1.46736], [4.48381, 2.07386, -1.50321], [5.45759, 1.45866, -2.27110], [5.02803, 0.36045, -3.00095], [3.77944, -0.06393, -3.00649], [3.58532, -6.45213, -1.69492], [2.75123, -6.18579, -0.27686], [3.33442, -5.04445, -3.63878], [2.57661, -2.81480, -4.46622], [0.51012, -2.15231, -0.77695], [1.25533, -4.34736, 0.04242], [4.72087, 2.92739, -0.87662], [6.48295, 1.79725, -2.28905], [5.72690, -0.20470, -3.61285], [-2.78893, -1.99124, -1.35472], [-3.13114, -0.62216, -1.17039], [-4.06820, -0.47382, -0.11939], [-4.34809, 0.99896, 0.05621], [-3.20261, 1.69986, 0.50904], [-2.96463, 1.58673, 1.91102], [-3.69362, -2.57595, -1.56011], [-2.29398, -2.37526, -0.45731], [-2.10724, -2.04540, -2.19716], [-3.65065, -0.90896, 0.79682], [-4.99877, -1.00294, -0.36867], [-5.18371, 1.15098, 0.75012], [-4.60250, 1.44027, -0.91000], [-3.80863, 2.02280, 2.45699], [-2.06186, 2.15468, 2.11665], [-2.80069, 0.54918, 2.20586], [-3.79491, 4.77665, 0.40482], [-2.52083, 5.10918, 0.79221], [-1.53181, 4.27825, 0.82535], [-0.38876, 4.89143, 1.28413], [-0.50995, 6.19930, 1.61728], [-2.13409, 6.71640, 1.34212], [0.82328, 4.07500, 1.37120], [2.08808, 4.52562, 1.54358], [3.16783, 3.19104, 1.67806], [1.83292, 2.10508, 1.41089], [0.68201, 2.70333, 1.27686], [2.02353, 0.75332, 1.45800], [-3.77008, 3.95225, -0.18941], [-4.26201, 5.52381, -0.08758], [0.23159, 6.87303, 2.01152], [2.44529, 5.54067, 1.58531], [2.70022, 0.42718, 0.77940], [1.14659, 0.22143, 1.43301], [-2.03616, 4.93750, -2.03060], [-2.34509, 3.62238, -2.48895], [-3.77911, 3.52510, -2.17851], [-2.39938, 3.78079, -3.57962], [1.16482, -3.01633, 3.18104], [-0.32483, -2.70644, 2.97711], [-1.05692, -3.98490, 2.54742], [-0.91771, -2.20796, 4.30247], [-0.47812, -1.66949, 1.93853], [-0.60968, -0.80390, 1.07649], [1.29634, -3.78871, 3.94547], [1.70011, -2.11863, 3.49399], [1.61561, -3.36331, 2.24941], [-0.94632, -4.76583, 3.30628], [-0.65781, -4.35642, 1.60197], [-2.12033, -3.78425, 2.40601], [-0.80234, -2.96383, 5.08562], [-1.97982, -1.98661, 4.18427], [-0.41687, -1.29272, 4.62036]], "atomic_forces_ev_per_a": [[0.0, 0.0, 0.5], [0.0, 0.0, 0.0], [0.0, 0.0, 0.0], [0.0, 0.0, 0.0], [0.0, 0.0, 0.0], [0.0, 0.0, 0.1], [0.0, 0.0, 0.0], [0.0, 0.0, 0.0], [-0.2, 0.6, 0.2], [0.0, -0.2, 0.0], [0.0, -0.2, -0.2], [-0.1, 0.2, 0.0], [0.2, 0.0, -0.2], [0.1, 0.0, 0.0], [-0.2, 0.0, 0.0], [0.0, 0.0, 0.0], [0.0, 0.0, 0.0], [-0.1, -0.1, 0.1], [0.0, 0.0, 0.0], [0.0, 0.0, 0.0], [0.0, 0.0, 0.0], [0.0, 0.0, 0.0], [0.0, 0.0, 0.0], [0.0, 0.0, 0.0], [0.0, 0.0, 0.0], [0.0, 0.0, 0.0], [0.0, 0.0, 0.0], [0.0, 0.0, 0.0], [-0.1, 0.0, 0.0], [0.1, 0.0, 0.0], [0.1, 0.0, 0.0], [0.0, 0.0, 0.1], [-0.1, 0.0, -0.1], [0.0, 0.0, 0.0], [0.0, 0.0, 0.0], [0.0, 0.0, 0.0], [0.0, 0.0, 0.0], [0.0, 0.0, 0.0], [0.0, 0.0, 0.0], [0.0, 0.0, 0.0], [0.0, 0.0, 0.0], [0.0, 0.0, 0.0], [0.0, 0.0, 0.0], [0.1, 0.0, 0.0], [-0.2, 0.1, 0.0], [0.1, -0.1, 0.0], [0.0, 0.0, 0.0], [0.0, 0.1, 0.0], [0.0, 0.0, 0.0], [0.0, 0.0, 0.0], [0.1, 0.0, 0.1], [0.0, 0.0, 0.0], [0.0, 0.1, 0.1], [0.2, -0.2, -0.1], [0.0, 0.1, -0.1], [0.0, 0.0, 0.0], [0.0, 0.0, 0.0], [0.0, 0.0, 0.0], [-0.1, 0.0, 0.0], [0.0, -0.1, 0.1], [0.0, -0.1, -0.1], [0.0, 0.1, -0.1], [0.1, -0.2, -0.1], [0.0, 0.0, 0.0], [0.0, 0.0, 0.0], [0.0, 0.0, 0.0], [0.0, 0.0, 0.0], [0.0, 0.0, 0.0], [0.0, 0.0, 0.0], [-0.1, 0.0, 0.0], [-0.1, 0.1, -0.2], [0.0, 0.0, 0.0], [0.0, 0.0, 0.0], [0.0, 0.0, 0.0], [0.0, 0.0, 0.0], [0.0, 0.0, 0.0], [0.0, 0.0, 0.0], [0.0, 0.0, 0.0], [0.0, 0.0, 0.0], [0.0, 0.0, 0.0]], "lowdin_charge": [1.732, 0.082, -0.326, -0.039, -0.059, -0.289, -0.042, -0.025, 0.563, -0.305, -0.504, -0.207, -0.478, 0.108, -0.169, -0.083, -0.153, 0.126, 0.079, 0.081, 0.104, 0.110, 0.076, 0.090, 0.077, 0.085, 0.102, -0.102, -0.286, -0.219, -0.199, -0.364, -0.102, 0.089, 0.073, 0.067, 0.116, 0.129, 0.130, 0.124, 0.093, 0.067, 0.065, 0.099, -0.702, 0.088, -0.340, -0.369, 1.015, -0.345, -0.362, 1.019, -0.714, 0.045, 0.093, 0.055, 0.087, 0.063, 0.066, 0.078, 0.002, -0.188, -0.366, -0.230, 0.015, -0.062, -0.649, -0.065, -0.069, -0.224, -0.135, 0.076, 0.081, 0.065, 0.076, 0.067, 0.079, 0.075, 0.078, 0.082]}

---

No. 2
{"formula": "C27H35BrN4P2Re", "method": "ωB97M-V/def2-TZVPD", "charge": 2, "e_tot_ha": -4603.0960, "relative_energy_kcal_mol": 0.0, "homo_energy_ev": [-13.28, -13.27], "orbital_gap_ev": [4.5, 3.8], "spin_multiplicity": 4, "symbols": ["Re", "C", "C", "C", "C", "C", "C", "C", "C", "C", "H", "H", "H", "H", "H", "H", "H", "H", "H", "H", "H", "H", "H", "H", "H", "P", "P", "N", "N", "N", "N", "C", "C", "C", "C", "C", "C", "C", "C", "C", "C", "C", "C", "C", "C", "C", "C", "C", "C", "H", "H", "H", "H", "H", "H", "H", "H", "H", "H", "H", "H", "H", "H", "H", "H", "H", "H", "H", "H", "Br"], "positions_angstrom": [[1.41153, -0.31607, -0.44357], [1.20402, -0.46659, -3.18732], [-0.11950, -0.41350, -2.85816], [-1.08212, -1.55349, -2.87291], [-0.52918, -2.86052, -2.28481], [0.23446, -2.67629, -1.04184], [1.64488, -2.25966, -0.99827], [2.45203, -2.53568, -2.30186], [1.99283, -1.69928, -3.51769], [2.10716, 0.63744, 1.27766], [1.65678, 0.47679, -3.50740], [-0.60314, 0.56416, -2.91143], [-1.42821, -1.75025, -3.90280], [-1.98710, -1.27188, -2.31671], [-1.39396, -3.50867, -2.05060], [0.06643, -3.40567, -3.02960], [-0.11593, -3.25092, -0.18383], [2.14043, -2.73069, -0.12940], [2.36299, -3.60479, -2.54058], [3.51181, -2.35489, -2.09153], [2.91151, -1.37613, -4.03234], [1.44741, -2.34442, -4.23060], [2.79038, 1.45547, 1.00453], [2.66350, -0.07832, 1.89864], [1.31116, 1.06516, 1.90004], [-0.54052, -0.84486, 1.26762], [-0.40815, 1.56256, -0.42493], [-0.29311, -2.54879, 1.99173], [-0.88171, -0.24773, 2.90782], [-0.02432, 2.66501, -1.86805], [-0.69283, 3.01996, 0.56819], [-2.10863, -0.52982, 0.40725], [-2.06386, 0.79695, -0.41281], [0.94365, -2.92529, 2.51189], [0.85075, -4.22229, 2.99182], [-0.48734, -4.66526, 2.76111], [-1.16850, -3.61275, 2.15074], [0.13064, -0.22482, 3.88479], [-0.45632, -0.29774, 5.13481], [-1.86399, -0.46983, 4.94066], [-2.09605, -0.46566, 3.57517], [1.26238, 3.08934, -2.19805], [1.18215, 4.03527, -3.21230], [-0.20839, 4.23639, -3.48167], [-0.91791, 3.38142, -2.64288], [-1.70021, 3.96227, 0.33661], [-1.34629, 5.15291, 0.95543], [-0.05277, 4.95979, 1.53863], [0.34327, 3.66142, 1.25410], [-2.92081, -0.49654, 1.14464], [-2.29145, -1.41400, -0.22896], [-2.35953, 0.63234, -1.46012], [-2.76190, 1.53698, 0.00647], [1.78005, -2.24110, 2.51397], [1.66172, -4.77642, 3.44292], [-0.89416, -5.63618, 3.00213], [-2.19824, -3.51851, 1.83567], [1.16748, -0.13117, 3.59326], [0.06281, -0.25160, 6.08137], [-2.61920, -0.59888, 5.69931], [-3.01150, -0.57955, 3.01706], [2.12508, 2.65800, -1.70514], [2.02591, 4.51555, -3.68893], [-0.63805, 4.93384, -4.18587], [-1.97933, 3.21241, -2.52883], [-2.58908, 3.68939, -0.22023], [-1.93470, 6.05762, 0.95920], [0.53065, 5.68976, 2.07793], [1.24907, 3.11673, 1.48700], [3.54306, 0.39156, -1.42813]], "atomic_forces_ev_per_a": [[-1.9, 3.5, 0.4], [-0.5, 0.3, -0.7], [0.2, 0.3, -0.4], [-0.3, -0.4, 0.1], [-1.4, -0.3, 0.0], [3.2, -0.7, -0.1], [-0.9, -4.0, -1.0], [-0.2, 0.1, 0.2], [0.7, -0.2, -0.4], [0.3, 0.4, 1.1], [-0.2, -0.2, 0.5], [0.4, -0.1, 0.0], [0.2, 0.2, 0.3], [0.2, -0.2, -0.2], [0.4, 0.2, -0.2], [0.2, 0.2, 0.2], [-0.2, 0.8, 0.4], [-0.2, 0.2, 0.1], [-0.1, 0.2, 0.2], [-0.3, 0.1, 0.0], [-0.4, -0.1, 0.0], [0.1, 0.4, 0.3], [-0.2, -0.4, 0.1], [0.0, 0.1, -0.2], [0.3, -0.1, -0.1], [0.2, -2.8, 4.0], [1.1, 5.4, -1.3], [-0.2, 1.2, -1.5], [1.1, 0.5, -1.4], [-0.4, -1.7, 0.7], [0.7, -1.6, 0.2], [-0.4, -0.5, 0.0], [-0.4, 0.0, -0.5], [0.0, -0.7, -0.1], [-0.3, 0.9, -0.5], [-0.2, 1.1, -0.6], [0.3, -0.6, 0.2], [-0.5, 0.4, 0.8], [0.3, -0.2, -1.2], [0.2, 0.0, -1.5], [0.0, 0.1, 0.8], [0.2, 0.1, -0.6], [-0.5, -0.8, 1.0], [-0.2, -0.9, 0.8], [0.1, 0.5, -0.7], [-0.1, 0.5, 0.6], [0.2, -1.4, -0.6], [0.2, -1.2, -0.6], [-0.4, 0.8, 0.4], [0.2, 0.0, -0.4], [0.0, 0.4, 0.1], [0.0, -0.1, 0.4], [0.3, -0.3, -0.1], [-0.1, -0.1, 0.0], [-0.1, 0.1, 0.0], [-0.1, 0.2, 0.0], [0.1, -0.1, 0.1], [-0.2, 0.0, 0.2], [0.0, 0.0, -0.1], [0.0, 0.1, 0.0], [0.0, 0.0, 0.3], [-0.2, 0.2, -0.1], [-0.2, 0.0, 0.1], [0.0, -0.1, 0.1], [0.1, 0.2, -0.1], [0.1, 0.2, 0.2], [0.0, -0.1, 0.0], [-0.1, -0.1, 0.0], [-0.2, 0.3, 0.0], [-0.2, -0.3, 0.3]], "mulliken_spin": [2.337, -0.077, 0.106, -0.002, 0.042, 0.031, 0.020, 0.085, 0.002, 0.060, 0.006, 0.015, 0.002, -0.006, -0.002, 0.005, -0.004, -0.040, 0.009, 0.003, 0.002, 0.004, 0.008, 0.010, -0.013, -0.005, 0.210, -0.005, 0.000, -0.009, 0.008, 0.003, -0.036, 0.007, 0.004, 0.006, -0.003, 0.002, 0.000, 0.001, -0.001, 0.002, 0.002, 0.002, 0.003, 0.004, 0.000, 0.001, 0.009, 0.001, 0.005, -0.008, -0.001, -0.001, 0.000, 0.000, 0.000, 0.000, 0.000, 0.000, 0.001, -0.007, 0.000, 0.000, 0.000, 0.001, 0.000, 0.000, -0.002, 0.205]}

---

No. 3
{"formula": "C27H35ClN4P2V", "method": "ωB97M-V/def2-TZVPD", "charge": 0, "e_tot_ha": -3355.5684, "homo_energy_ev": [-7.04, -7.81], "orbital_gap_ev": [6.9, 7.5], "spin_multiplicity": 4, "symbols": ["V", "C", "C", "C", "C", "C", "C", "C", "C", "C", "H", "H", "H", "H", "H", "H", "H", "H", "H", "H", "H", "H", "H", "H", "H", "P", "P", "N", "N", "N", "N", "C", "C", "C", "C", "C", "C", "C", "C", "C", "C", "C", "C", "C", "C", "C", "C", "C", "C", "H", "H", "H", "H", "H", "H", "H", "H", "H", "H", "H", "H", "H", "H", "H", "H", "H", "H", "H", "H", "Cl"], "positions_angstrom": [[-0.16799, -1.54164, 4.07132], [-0.89274, 1.34538, 5.14330], [-1.32991, 0.68234, 4.02708], [-0.91251, 0.83372, 2.58082], [0.29152, -0.04225, 2.28597], [1.58357, 0.23002, 3.11034], [1.79885, 1.21235, 4.02886], [1.17071, 2.56254, 4.05115], [-0.01901, 2.56381, 5.08944], [1.06552, -1.04387, 5.71751], [-1.15762, 0.90945, 6.12788], [-2.21832, 0.03531, 4.16266], [-0.85249, 1.86097, 2.22536], [-1.72129, 0.43967, 1.95536], [-0.01288, -1.12317, 2.34042], [0.58849, -0.02719, 1.22786], [2.38947, -0.50978, 2.88028], [2.36830, 0.96076, 4.92262], [0.85879, 2.83008, 3.03528], [1.94242, 3.29414, 4.37482], [0.43334, 2.65054, 6.08462], [-0.62987, 3.47249, 4.98187], [0.62158, -0.29985, 6.40704], [2.17029, -0.98274, 5.66322], [0.81713, -2.07926, 6.04268], [1.33336, -1.00405, -1.61294], [-1.88491, -0.49045, -1.44990], [2.77800, -0.06903, -1.78864], [1.96573, -2.27577, -2.71606], [-2.12613, 1.28119, -1.65779], [-3.51342, -0.87028, -1.97023], [0.37719, -0.10262, -2.94035], [-0.98773, -0.79077, -3.07809], [3.53219, 0.31486, -0.66806], [4.51607, 1.18289, -1.10517], [4.39575, 1.31056, -2.53384], [3.33233, 0.51489, -2.92932], [2.23395, -3.54806, -2.18484], [2.71600, -4.36667, -3.20083], [2.71103, -3.58996, -4.41483], [2.29308, -2.30531, -4.06765], [-1.91579, 2.11737, -0.55465], [-2.01284, 3.44212, -0.95416], [-2.19345, 3.44544, -2.38072], [-2.26144, 2.11057, -2.78530], [-4.38002, -0.24692, -2.87957], [-5.40902, -1.11822, -3.20120], [-5.17298, -2.34075, -2.47611], [-4.01544, -2.16995, -1.73231], [0.89230, -0.09941, -3.91292], [0.30603, 0.92253, -2.52631], [-1.57024, -0.40598, -3.93637], [-0.88995, -1.89586, -3.17832], [3.25106, -0.05495, 0.31136], [5.22635, 1.67502, -0.46235], [4.99915, 1.91776, -3.19155], [2.92185, 0.35399, -3.91752], [2.04079, -3.73283, -1.14209], [3.04811, -5.38543, -3.06114], [2.97287, -3.94914, -5.41124], [2.20823, -1.44191, -4.71749], [-1.68291, 1.68936, 0.38931], [-1.99336, 4.27723, -0.27773], [-2.26219, 4.32404, -3.01299], [-2.41210, 1.71183, -3.78367], [-4.22439, 0.77031, -3.20705], [-6.21954, -0.92743, -3.89298], [-5.76657, -3.24324, -2.51976], [-3.49435, -2.82358, -1.05639], [-1.84800, -2.34727, 5.25202]], "atomic_forces_ev_per_a": [[0.6, 0.6, 2.0], [-0.4, -1.1, -1.9], [-0.9, 0.7, 1.2], [-0.9, 0.1, -0.2], [2.2, 1.7, -0.9], [-0.2, -0.1, -0.3], [-0.1, -0.9, -0.9], [-1.0, -0.2, 0.5], [1.0, 0.3, 0.6], [0.1, -1.3, -0.3], [-0.3, 0.7, -0.7], [0.8, -0.1, 0.2], [0.6, 0.1, 0.3], [-0.1, -0.1, 0.2], [0.3, 0.1, -0.7], [-0.4, 0.1, 0.0], [-0.9, 0.2, 1.0], [0.9, 0.2, -0.7], [0.0, 0.1, 0.4], [-0.6, -0.4, -0.2], [0.0, 0.1, -0.1], [0.0, -0.3, -0.1], [0.4, -0.6, -0.2], [-0.6, 0.1, 0.1], [0.3, 0.4, 0.8], [2.0, -0.3, -3.2], [-1.7, 1.8, -2.1], [0.5, 0.7, 1.0], [-0.5, -1.3, 0.8], [1.1, 0.3, 0.4], [-0.8, -1.3, 0.1], [-0.2, -0.3, 0.6], [-0.3, 0.1, 0.6], [0.0, 0.7, -1.3], [-0.6, -0.5, 0.0], [-0.8, -0.8, 0.4], [0.4, 0.6, 0.9], [0.2, 0.2, -1.5], [-0.5, 1.0, 0.4], [-0.1, 0.6, 1.0], [-0.1, -1.0, -0.2], [-0.5, 0.8, -1.5], [0.1, -1.3, -0.2], [-0.1, -1.3, 0.5], [0.2, 0.7, 0.6], [-0.3, -0.8, 0.1], [1.1, -0.1, 0.7], [0.8, 0.5, 0.2], [-0.7, 1.0, -0.9], [-0.1, 0.2, 0.6], [-0.2, -0.3, -0.6], [0.2, -0.2, 0.5], [0.0, 0.6, -0.1], [0.2, 0.2, -0.2], [0.1, 0.0, -0.1], [0.0, -0.1, 0.1], [0.2, 0.1, 0.4], [0.1, -0.1, 0.0], [-0.1, 0.1, -0.1], [0.0, 0.3, 0.4], [-0.1, -0.3, 0.2], [-0.1, -0.1, 0.4], [0.2, 0.2, -0.1], [-0.1, -0.3, 0.1], [0.1, 0.1, 0.3], [0.0, -0.2, 0.2], [0.1, 0.1, 0.2], [0.0, 0.1, 0.1], [0.0, -0.1, 0.1], [-0.9, -0.8, 0.4]], "mulliken_spin": [3.016, 0.042, 0.000, -0.069, 0.037, -0.189, 0.114, 0.008, 0.006, -0.126, -0.001, -0.015, -0.005, 0.009, 0.121, -0.024, 0.035, 0.002, 0.003, 0.006, -0.001, 0.003, 0.013, 0.011, -0.015, -0.002, -0.001, 0.000, 0.000, 0.000, 0.000, 0.000, 0.000, -0.002, 0.000, 0.000, 0.000, -0.001, 0.000, 0.000, 0.000, 0.011, 0.000, 0.000, 0.000, 0.000, 0.000, 0.000, 0.000, 0.000, 0.000, 0.000, 0.000, 0.002, 0.000, 0.000, 0.000, 0.001, 0.000, 0.000, 0.000, -0.004, 0.000, 0.000, 0.000, 0.000, 0.000, 0.000, 0.000, 0.015]}

---

- Number 2 is which compound?
  C27H35BrN4P2Re